[1]
79
Properties=species:S:1:pos:R:3:forces:R:3 method="wB97M-V/def2-TZVPD" total_charge=-1 spin_multiplicity=2 relative_energy_ev=0.323 e_homo_ha="-0.1566 / -0.1544" orbital_gap_ha="0.2532 / 0.2509" s_squared=0.75
Cu -0.5816 -1.0177 -1.0095 -0.3 -0.4 -0.3
C -2.3444 -4.7460 -1.5345 0.1 0.3 0.1
C -1.2823 -3.7545 -1.0985 0.1 -0.6 -0.1
O -1.6582 -2.5447 -1.0181 -0.6 -0.9 0.1
C -0.0076 -4.2451 -0.8571 -0.4 -0.4 -0.1
C 1.1230 -3.4488 -0.6106 0.6 0.7 0.1
C 2.4887 -4.0652 -0.4704 -0.1 0.1 0.1
N 1.0031 -2.1525 -0.5498 -1.1 0.2 -0.2
N 2.0977 -1.3723 -0.3708 0.9 0.0 0.1
C 1.8237 -0.1032 -0.4637 0.2 -1.0 0.1
O 0.6414 0.3902 -0.6401 0.4 0.8 -0.3
C 3.0291 0.7455 -0.4001 0.3 0.3 -0.2
C 3.1206 1.9536 -1.0847 -0.2 -0.2 0.1
C 4.2938 2.6876 -1.0332 0.1 0.1 -0.1
C 5.3830 2.2240 -0.3157 0.1 0.1 0.0
C 5.3010 1.0127 0.3529 0.1 0.0 0.0
C 4.1354 0.2775 0.3081 0.0 0.1 0.0
H -2.4276 -4.7089 -2.6191 0.0 0.0 -0.1
H -2.0895 -5.7554 -1.2284 0.0 -0.1 0.0
H -3.3124 -4.4639 -1.1292 -0.1 0.0 0.1
H 0.1451 -5.3114 -0.9255 0.0 -0.1 -0.1
H 2.4474 -5.1512 -0.5120 -0.1 0.0 0.0
H 3.1291 -3.6799 -1.2644 0.1 -0.1 0.0
H 2.9312 -3.7511 0.4735 0.1 0.0 0.0
H 2.2784 2.3071 -1.6626 -0.1 0.0 0.0
H 4.3648 3.6243 -1.5683 0.0 0.1 0.0
H 6.3000 2.7974 -0.2853 0.0 0.1 0.0
H 6.1526 0.6393 0.9041 0.1 0.0 0.1
H 4.0520 -0.6721 0.8093 0.0 -0.1 0.1
C -2.3960 -2.2838 4.0800 0.0 0.0 -0.1
C -1.8482 -2.6376 2.6897 0.0 -0.2 0.3
C -2.8742 -3.4994 1.9519 0.1 0.1 -0.1
C -0.5190 -3.3868 2.8286 0.0 0.0 0.0
C -1.5976 -1.3846 1.9840 0.0 0.2 -0.3
C -1.3682 -0.3286 1.4444 0.1 0.1 -0.1
H -2.5233 -3.1937 4.6681 0.0 0.0 0.0
H -3.3589 -1.7855 3.9827 -0.1 0.0 0.1
H -1.7098 -1.6162 4.5966 0.0 0.0 0.1
H -3.0925 -4.3971 2.5315 0.0 0.0 0.1
H -2.4823 -3.7944 0.9857 0.0 0.0 0.0
H -3.7961 -2.9413 1.7944 -0.1 0.0 0.0
H -0.6589 -4.2842 3.4308 0.0 -0.1 0.1
H 0.2218 -2.7474 3.3085 0.1 0.0 0.0
H -0.1471 -3.6744 1.8471 0.0 0.0 0.0
Se -2.4955 -0.4852 -2.5533 0.0 0.2 -0.1
C -2.2559 0.8781 -3.8491 0.3 -0.2 0.4
C -1.0131 1.4787 -4.0437 0.0 0.0 -0.1
C -0.8826 2.4341 -5.0298 0.2 0.0 0.0
N -1.8745 2.8249 -5.8207 0.0 0.4 -0.3
C -3.0591 2.2567 -5.6248 -0.2 0.0 -0.1
C -3.3067 1.2948 -4.6695 0.2 -0.1 0.2
H -0.1759 1.1955 -3.4201 0.1 0.0 0.0
H 0.0664 2.9249 -5.2193 0.1 -0.1 0.1
H -3.8527 2.6008 -6.2811 -0.1 0.0 0.0
H -4.2867 0.8606 -4.5366 -0.1 0.0 -0.1
Ge -0.9959 1.5417 1.3025 -0.3 0.7 0.5
C -1.1199 2.6568 -0.3217 0.2 -0.5 0.5
C -0.1192 3.5440 -0.6897 0.2 -0.1 0.1
C -0.3109 4.4196 -1.7465 0.1 0.2 0.0
C -1.5082 4.4233 -2.4415 0.0 0.1 0.0
C -2.5031 3.5289 -2.0899 -0.1 0.2 -0.1
C -2.3106 2.6566 -1.0343 -0.2 -0.1 0.2
C 0.4333 1.8362 2.6569 -0.2 0.0 -0.6
C 0.0422 1.7854 3.9909 -0.3 0.0 -0.1
C 0.9592 1.9193 5.0171 0.0 0.0 0.2
C 2.3019 2.0986 4.7280 0.1 0.0 0.1
C 2.7058 2.1572 3.4068 0.2 0.0 0.0
C 1.7781 2.0308 2.3860 0.0 0.1 -0.3
H -2.2329 2.0492 2.0995 0.0 0.1 0.0
H 0.8186 3.5494 -0.1448 0.0 0.0 0.0
H 0.4764 5.1069 -2.0319 0.0 0.0 0.0
H -1.6645 5.1143 -3.2596 0.0 0.0 -0.1
H -3.4240 3.5108 -2.6538 -0.1 0.0 0.0
H -3.0973 1.9644 -0.7671 -0.1 0.0 0.0
H -1.0067 1.6439 4.2169 -0.1 0.0 0.1
H 0.6327 1.8785 6.0481 -0.1 0.0 0.0
H 3.0255 2.1918 5.5288 0.0 0.0 0.0
H 3.7512 2.2935 3.1637 0.1 0.0 0.0
H 2.1175 2.0743 1.3636 0.1 0.0 0.0

=====

[2]
21
Properties=species:S:1:pos:R:3:forces:R:3 method="wB97M-V/def2-TZVPD" total_charge=-1 relative_energy_ev=1.054 e_homo_ha=-0.1222 orbital_gap_ha=0.2670
C 1.0286 -1.0673 0.1546 2.2 -1.6 -1.7
N 0.9475 -0.3546 -1.1620 -1.1 -0.6 1.9
C 1.8060 0.8464 -1.2414 -0.8 -0.7 -1.3
N 1.8919 1.7432 -0.1638 -1.5 0.5 3.3
C 0.2995 -0.6150 1.3788 -2.0 0.7 0.5
C -1.2139 -0.4782 1.0341 -0.9 1.8 -0.8
S -1.4837 1.2181 0.0652 0.1 -0.7 1.1
H 0.6620 -2.1107 -0.0555 0.5 0.7 0.2
H 2.1199 -1.0889 0.2904 0.0 -0.6 0.7
H -0.0545 -0.1565 -0.9958 0.4 1.4 -1.8
H 1.4497 1.4195 -2.1021 0.1 -0.2 -0.2
H 2.8360 0.5640 -1.4218 0.2 -0.7 -0.5
H 0.8719 2.0000 0.0705 1.7 -0.3 -0.2
H 2.2247 1.1842 0.6758 -0.5 1.1 -1.2
H 0.6018 0.4077 1.6742 0.1 -0.8 0.5
H 0.4014 -1.4038 2.1697 0.3 0.8 -0.4
H -1.5158 -1.1782 0.2256 0.1 -0.1 1.1
H -1.9990 -0.4107 1.8700 1.6 -0.5 -1.1
H -2.8114 0.0617 -0.8154 -1.7 -0.5 -0.1
H -4.4140 -0.0331 -0.6741 0.7 -0.1 -0.1
O -3.6486 -0.5477 -0.9771 0.5 0.5 -0.1

=====

[3]
21
Properties=species:S:1:pos:R:3:forces:R:3 method="wB97M-V/def2-TZVPD" relative_energy_ev=7.462 e_homo_ha=-0.2938 orbital_gap_ha=0.3346
C 0.0328 2.0829 0.3978 3.0 1.4 0.0
C -0.2877 0.8344 -0.6504 -0.4 5.1 -2.1
C 1.0232 0.0789 -1.3407 -4.4 -1.0 5.3
C 0.6095 -1.4307 -1.2738 0.4 -0.6 1.1
C -0.0545 -0.7449 1.0142 4.7 -1.2 5.4
C -1.6144 -0.3268 1.5459 -0.3 -0.4 0.4
C -0.9600 -0.1259 0.2055 -1.5 -1.0 -3.3
H 0.6098 1.5454 1.3011 -1.2 1.7 -2.1
H 0.7715 3.2367 0.1420 -2.1 -4.0 0.2
H -0.8619 2.5427 0.8401 0.0 -0.5 -0.4
H -1.0368 1.0933 -1.5536 1.7 0.2 1.9
H 1.2150 0.5136 -2.2242 0.8 1.3 -3.2
H 1.7328 0.2897 -0.5443 0.8 -0.4 -0.5
H -0.2481 -1.8890 -1.9431 0.9 1.6 1.6
H 1.3748 -1.9978 -1.7046 1.7 -1.0 -0.3
H 1.5878 -2.3415 0.4708 -2.9 2.0 0.3
H 0.7045 -0.0985 1.6970 -1.8 -1.6 -1.8
H -2.4027 -1.1485 1.7208 1.3 1.5 -0.7
H -1.7785 0.6327 2.2180 0.9 -2.3 -1.2
H -1.0380 -0.9060 -0.5999 -2.1 0.3 1.5
N 0.6208 -1.8408 0.2813 0.5 -1.0 -2.1

=====

[4]
81
Properties=species:S:1:pos:R:3:forces:R:3 method="wB97M-V/def2-TZVPD" total_charge=-2 spin_multiplicity=5 relative_energy_ev=0.000 e_homo_ha="-0.0115 / -0.0384" orbital_gap_ha="0.1590 / 0.1860" s_squared=6.04
Cr -0.1549 0.1437 0.2548 -0.7 0.5 -0.5
O -1.9834 1.5530 -3.2175 0.0 0.0 0.0
C -2.7167 0.4439 -3.6648 0.0 0.0 0.0
C -2.2002 -0.9544 -3.2792 0.1 -0.1 0.1
C -2.8904 -1.8719 -4.3117 0.0 -0.1 0.0
O -2.8015 -3.2708 -4.0349 -0.1 0.1 -0.1
C -2.6970 -1.3856 -1.8870 0.0 0.1 0.2
Se -2.6803 -0.0606 -0.4199 0.1 -0.1 0.0
C -0.6815 -1.1439 -3.4745 0.1 0.2 0.2
Se 0.6790 -0.3270 -2.2711 -0.2 0.0 0.0
H -1.8818 1.4471 -2.2546 0.1 -0.1 0.0
H -2.7283 0.5207 -4.7595 0.0 0.0 0.0
H -3.7606 0.4969 -3.3152 0.0 0.0 0.0
H -2.4634 -1.6680 -5.3028 0.0 0.0 0.0
H -3.9598 -1.6341 -4.3502 0.0 0.0 0.0
H -2.0208 -3.4029 -3.4861 0.0 0.0 0.1
H -2.1232 -2.2394 -1.5292 -0.1 0.0 -0.1
H -3.7396 -1.6995 -1.9744 0.0 -0.1 0.0
H -0.4232 -0.8091 -4.4824 0.0 0.0 0.0
H -0.4659 -2.2174 -3.4264 0.0 0.0 -0.1
C 2.5903 -5.9741 2.6604 0.1 0.0 0.0
C 3.5147 -5.4162 1.6131 0.0 0.0 0.1
C 4.6731 -6.0819 1.2372 0.0 0.0 0.0
C 5.5281 -5.5697 0.2714 0.0 0.0 0.0
C 5.2016 -4.3744 -0.3480 0.0 0.1 0.0
C 4.0418 -3.6962 -0.0043 0.0 0.0 -0.1
C 3.2016 -4.1981 0.9902 0.1 0.0 -0.1
N 2.0262 -3.5485 1.3708 0.1 0.0 0.1
C 1.6953 -2.2058 1.1219 0.0 0.0 -0.1
N 2.7201 -1.3550 1.3311 0.0 0.1 0.2
C 2.8738 0.0186 0.9700 -0.1 0.0 -0.1
C 1.8012 0.7463 0.4592 0.5 0.2 0.1
C 2.1142 2.0645 0.0921 0.2 0.0 0.1
C 3.3757 2.6228 0.2546 -0.1 0.0 0.0
C 4.3913 1.8637 0.8229 0.0 0.0 0.0
C 4.1529 0.5465 1.1906 0.1 0.0 0.0
C 5.2501 -0.2732 1.8307 -0.1 0.1 -0.1
N 0.4957 -1.8747 0.8023 0.0 -0.5 0.1
C -0.3537 -2.9109 0.3510 0.0 -0.2 0.0
C -0.0771 -3.5558 -0.8573 0.1 0.0 -0.1
C -0.9099 -4.5585 -1.3323 0.1 0.0 0.0
C -2.0386 -4.9202 -0.6108 0.0 0.0 0.1
C -2.3114 -4.2760 0.5886 0.0 0.0 0.0
C -1.4844 -3.2754 1.0915 0.0 0.0 0.1
C -1.7857 -2.5755 2.3832 0.0 0.0 0.0
H 3.0455 -6.8299 3.1596 0.0 0.0 0.0
H 1.6435 -6.3058 2.2228 0.0 0.0 0.0
H 2.3501 -5.2153 3.4080 0.0 0.0 0.0
H 4.9168 -7.0214 1.7231 0.0 0.0 0.0
H 6.4307 -6.1040 0.0020 0.0 0.0 0.0
H 5.8434 -3.9726 -1.1224 0.0 0.0 0.0
H 3.7681 -2.7837 -0.5204 0.0 0.0 0.0
H 1.2118 -4.1351 1.4585 0.0 0.0 0.0
H 3.5420 -1.7995 1.6979 0.0 0.0 0.1
H 1.3287 2.6816 -0.3332 0.0 0.0 0.0
H 3.5698 3.6476 -0.0484 0.0 0.0 0.0
H 5.3760 2.2932 0.9875 0.0 0.0 0.0
H 6.1287 0.3500 2.0010 0.0 0.0 0.0
H 5.5614 -1.1187 1.2049 0.0 0.0 0.0
H 4.9370 -0.6734 2.8021 0.0 0.0 0.0
H 0.7761 -3.2117 -1.4325 0.0 0.0 0.0
H -0.6904 -5.0385 -2.2802 0.0 0.0 0.0
H -2.7090 -5.6835 -0.9871 0.0 0.0 0.0
H -3.1977 -4.5462 1.1534 0.0 0.0 0.0
H -2.6317 -3.0407 2.8923 0.0 0.0 0.0
H -2.0339 -1.5327 2.1813 0.0 0.0 0.0
H -0.9224 -2.5729 3.0536 0.0 0.0 0.0
Cl 1.4350 1.3732 3.9249 0.1 0.1 -0.1
C -0.2390 0.9244 4.1481 -0.2 0.0 0.0
C -0.5815 0.3607 5.3680 0.0 0.0 -0.1
C -1.8896 -0.0241 5.6291 0.1 0.0 0.1
C -2.8419 0.1789 4.6325 0.0 0.0 -0.1
C -2.4880 0.7438 3.4235 -0.1 0.0 0.1
C -1.1645 1.1454 3.1028 0.0 -0.1 -0.2
C -0.8596 1.6686 1.7823 0.0 0.1 0.4
H 0.1952 0.2217 6.1114 0.0 0.0 0.0
H -2.1548 -0.4671 6.5827 0.0 0.0 0.0
H -3.8740 -0.1092 4.8063 0.0 0.0 0.0
H -3.2400 0.8726 2.6512 0.0 0.0 0.0
H -0.0900 2.4422 1.7990 0.1 -0.1 0.0
H -1.7741 2.0499 1.3270 0.0 0.1 -0.1

=====

[5]
13
Properties=species:S:1:pos:R:3:forces:R:3 method="wB97M-V/def2-TZVPD" relative_energy_ev=0.602 e_homo_ha=-0.3869 smiles=O[C@@H]1C[C@]1(F)C(Cl)Cl orbital_gap_ha=0.4085
C 2.0264 0.0989 0.0956 -1.2 -0.7 1.1
C 1.6129 -1.3540 -0.1088 -0.3 0.6 0.6
C 0.5989 -0.3673 0.4306 1.5 0.2 0.2
C -0.5170 0.0960 -0.4306 0.0 0.3 -0.1
H 2.9430 0.6688 -1.4412 0.0 0.2 -0.3
H 2.6850 0.3691 0.9393 -0.5 -0.3 -0.3
H 1.9670 -2.1011 0.5803 0.1 0.0 0.2
H 1.4597 -1.7244 -1.1031 -0.1 0.0 -0.4
H -0.0647 0.3441 -1.4050 -0.7 -0.5 0.2
O 2.1221 0.9193 -1.0035 0.5 0.2 -0.6
F 0.2864 -0.4378 1.7615 0.1 -0.2 -0.3
Cl -1.8107 -1.1623 -0.4975 0.5 0.5 -0.3
Cl -1.1817 1.6440 0.1848 0.1 -0.4 -0.1